No. 1
Molecular formula: C17H22N2O2
Method: DFT, ωB97M-V/def2-TZVPD

## Properties
SMILES string = CC(=O)c1ccc(N2CCN(C(=O)C3CCC3)CC2)cc1
Net charge = 0
Relative energy (zero: lowest compared OMol25 entry of this formula, charge and spin) = 245.3 kJ/mol

Atoms and positions in Å:
C1 -5.18527 -0.68176 -0.76038
C2 -4.23738 -0.65698 0.41853
O1 -4.47033 -1.29469 1.42433
C3 -3.02488 0.17467 0.28999
C4 -2.70877 0.92042 -0.84714
C5 -1.55349 1.66525 -0.90151
C6 -0.65491 1.70913 0.17482
N1 0.47684 2.51191 0.07050
C7 1.29515 2.35489 -1.11352
C8 2.02949 0.99075 -1.04667
N2 2.16001 0.59497 0.33607
C9 1.80839 -0.60253 0.87601
O2 1.89983 -0.79981 2.07224
C10 1.32933 -1.67107 -0.08436
C11 1.19363 -3.06708 0.54548
C12 2.10803 -3.64790 -0.54309
C13 2.38027 -2.23017 -1.06774
C14 2.49773 1.69072 1.22130
C15 1.33974 2.72009 1.21640
C16 -0.98314 0.97430 1.32014
C17 -2.13598 0.22451 1.36631
H1 -6.02793 -1.32692 -0.52529
H2 -5.54897 0.32196 -0.96916
H3 -4.67787 -1.06213 -1.64420
H4 -3.36823 0.92832 -1.70119
H5 -1.35207 2.24597 -1.78900
H6 2.01076 3.18062 -1.13231
H7 0.69414 2.40977 -2.01891
H8 1.46000 0.23981 -1.58994
H9 3.02308 1.07177 -1.50679
H10 0.40835 -1.33139 -0.56473
H11 0.18248 -3.46481 0.57772
H12 1.61941 -3.09845 1.54597
H13 2.98234 -4.18283 -0.17983
H14 1.58365 -4.27745 -1.25896
H15 3.38801 -1.87536 -0.85796
H16 2.16553 -2.07425 -2.12407
H17 2.65694 1.27397 2.21592
H18 3.42775 2.14955 0.87118
H19 1.74631 3.73477 1.13749
H20 0.75214 2.67012 2.13011
H21 -0.32247 0.94567 2.17118
H22 -2.36762 -0.35832 2.24510

***

No. 2
Molecular formula: C17H22N2O4S
Method: DFT, ωB97M-V/def2-TZVPD

## Properties
SMILES string = N#CCCNS(=O)(=O)c1ccc(C(=O)OCC2CCCCC2)cc1
Net charge = 0
Relative energy (zero: lowest compared OMol25 entry of this formula, charge and spin) = 184.9 kJ/mol

Atoms and positions in Å:
N1 -3.25916 -2.53781 0.93245
C1 -4.16342 -2.40213 0.24664
C2 -5.23487 -2.24504 -0.70223
C3 -4.99852 -0.99282 -1.57921
N2 -5.60160 0.22260 -1.09162
S1 -5.24960 0.73365 0.47994
O1 -5.50873 -0.31076 1.43078
O2 -5.96831 1.96156 0.62883
C4 -3.49832 1.04739 0.36548
C5 -2.63636 0.48011 1.28307
C6 -1.27981 0.73701 1.18017
C7 -0.80881 1.55804 0.15907
C8 0.64470 1.85131 -0.00224
O3 1.10742 2.42475 -0.95773
O4 1.36191 1.41827 1.03440
C9 2.77330 1.61465 0.97346
C10 3.46671 0.50150 0.18392
C11 3.22733 -0.86101 0.83529
C12 3.92233 -1.96387 0.04298
C13 5.41875 -1.68512 -0.05762
C14 5.66276 -0.32553 -0.70517
C15 4.96655 0.77880 0.08546
C16 -1.69566 2.12573 -0.75513
C17 -3.05054 1.87385 -0.64838
H1 -5.26516 -3.14132 -1.32793
H2 -6.17731 -2.15538 -0.15835
H3 -5.38952 -1.17236 -2.58372
H4 -3.92274 -0.80562 -1.66203
H5 -6.60257 0.26539 -1.21821
H6 -3.03656 -0.16277 2.05018
H7 -0.58553 0.30270 1.88117
H8 3.10731 1.61991 2.01327
H9 2.97830 2.58573 0.51049
H10 3.04224 0.49317 -0.82595
H11 2.15530 -1.06023 0.89221
H12 3.62038 -0.84395 1.85489
H13 3.75350 -2.92787 0.52672
H14 3.49477 -2.01394 -0.96105
H15 5.90532 -2.46802 -0.64260
H16 5.85697 -1.69363 0.94300
H17 6.73440 -0.12292 -0.75524
H18 5.27595 -0.33632 -1.72647
H19 5.39053 0.82884 1.09136
H20 5.13365 1.74330 -0.39818
H21 -1.30019 2.75847 -1.53524
H22 -3.76706 2.30170 -1.33095

***

No. 3
Molecular formula: C17H22N4O2
Method: DFT, ωB97M-V/def2-TZVPD

## Properties
SMILES string = CCN(CC)CCNC(=O)c1ccccc1C(=O)c1ncc[nH]1
Net charge = 0
Relative energy (zero: lowest compared OMol25 entry of this formula, charge and spin) = 109.6 kJ/mol

Atoms and positions in Å:
C1 -0.51971 -1.49680 -1.35839
C2 -1.32206 -1.72302 -0.07781
N1 -2.36654 -0.73288 0.05969
C3 -3.55830 -1.00008 -0.71582
C4 -4.24422 0.28996 -1.15393
C5 -2.61091 -0.21635 1.38640
C6 -2.24547 1.27666 1.48032
N2 -0.83142 1.49716 1.30753
C7 -0.32699 1.96694 0.15108
O1 -1.01215 2.37164 -0.77104
C8 1.17179 2.11688 0.09951
C9 1.61064 3.31739 -0.45443
C10 2.95433 3.59500 -0.60850
C11 3.89489 2.64789 -0.23712
C12 3.48058 1.43334 0.27082
C13 2.12489 1.15414 0.45829
C14 1.79929 -0.17149 1.02953
O2 1.06383 -0.35591 1.99409
C15 2.44062 -1.31156 0.39148
N3 3.23470 -1.32567 -0.66237
C16 3.51922 -2.61532 -0.90059
C17 2.88726 -3.42169 0.02161
N4 2.20916 -2.58359 0.83429
H1 -0.12046 -0.48602 -1.36892
H2 -1.14773 -1.61877 -2.23643
H3 0.30367 -2.20470 -1.42662
H4 -0.64957 -1.62826 0.77705
H5 -1.72877 -2.75152 -0.07323
H6 -3.25918 -1.55419 -1.60685
H7 -4.27360 -1.63153 -0.15403
H8 -4.71114 0.79238 -0.31066
H9 -3.50764 0.95652 -1.59382
H10 -5.01345 0.07104 -1.89097
H11 -3.66818 -0.32963 1.65763
H12 -2.01743 -0.76003 2.13096
H13 -2.74869 1.83169 0.68821
H14 -2.54835 1.66564 2.45817
H15 -0.21176 1.02968 1.95860
H16 0.86225 4.03006 -0.76700
H17 3.26717 4.54063 -1.02521
H18 4.94890 2.84846 -0.35663
H19 4.21140 0.68882 0.54375
H20 4.15533 -2.89931 -1.71448
H21 2.87765 -4.48542 0.14309
H22 1.62613 -2.81815 1.62275

***

No. 4
Molecular formula: C17H22N4O2
Method: DFT, ωB97M-V/def2-TZVPD

## Properties
Net charge = 0
Relative energy (zero: lowest compared OMol25 entry of this formula, charge and spin) = 257.0 kJ/mol

Atoms and positions in Å:
O1 2.61865 1.23703 5.40237
O2 1.06579 -4.19655 -2.02601
N1 -0.75189 1.61350 3.06149
C1 1.58287 1.80298 5.66344
C2 0.83571 -2.99953 -1.89759
C3 -0.95320 1.33200 1.74949
C4 0.50068 1.89574 3.48621
C5 1.53447 2.04434 2.55996
C6 1.31056 1.85538 1.20513
C7 0.06009 1.42092 0.79213
N2 1.40782 -2.32847 -0.80502
N3 0.62087 2.23544 4.84061
N4 1.14589 -0.92967 -0.54242
C8 0.70055 1.70622 6.88631
C9 -0.24775 1.14929 -0.70387
C10 -0.35105 2.16207 5.89855
C11 -1.35795 -1.97985 -4.91378
C12 -1.37991 -0.47393 -4.73115
C13 -0.19904 -2.66643 -4.23797
C14 -1.39701 -0.08459 -3.26084
C15 -0.25899 -2.30458 -2.71753
C16 -0.16688 -0.37856 -1.02755
C17 -0.20103 -0.75845 -2.52972
H1 -1.97798 1.12608 1.45628
H2 2.50646 2.32513 2.90735
H3 2.08449 2.00658 0.47365
H4 2.18676 -2.80494 -0.34473
H5 1.30245 -0.73214 0.47987
H6 0.99478 2.41661 7.65346
H7 0.55836 0.68343 7.29577
H8 0.49912 1.66886 -1.26106
H9 -1.23800 1.52448 -0.93564
H10 -1.15767 1.41848 5.77796
H11 -0.83797 3.12788 6.15783
H12 -2.25823 -2.46444 -4.49874
H13 -1.32701 -2.18221 -6.00797
H14 -0.48531 -0.05843 -5.22439
H15 -2.28174 -0.09369 -5.21958
H16 0.72818 -2.36494 -4.71187
H17 -0.32326 -3.74043 -4.39125
H18 -2.31824 -0.41420 -2.78237
H19 -1.30104 1.00399 -3.21741
H20 -1.21027 -2.59515 -2.29941
H21 -0.97272 -0.83277 -0.45317
H22 0.70955 -0.37248 -3.00679

***

No. 5
Molecular formula: C17H22N4O5
Method: DFT, ωB97M-V/def2-TZVPD

## Properties
SMILES string = C#CCOC(=O)CNC(=O)[C@H](CCCOC)NC(=O)c1cnc(C)cn1
Net charge = 0
Relative energy (zero: lowest compared OMol25 entry of this formula, charge and spin) = 219.0 kJ/mol

Atoms and positions in Å:
C1 3.42506 4.22061 -1.41919
C2 3.57692 3.79471 -0.31131
C3 3.76802 3.28081 1.04094
O1 2.52676 2.83668 1.62180
C4 2.11623 1.61519 1.23505
O2 2.72922 0.89445 0.49750
C5 0.79339 1.27343 1.89140
N1 0.25947 0.03420 1.39768
C6 -0.67733 0.02365 0.41399
O3 -1.27712 1.02192 0.05689
C7 -0.88805 -1.32247 -0.26257
C8 0.22573 -1.52948 -1.30009
C9 0.12791 -2.87802 -2.00084
C10 1.24924 -3.08421 -2.99573
O4 1.15611 -2.09863 -4.00412
C11 2.18621 -2.21501 -4.95574
N2 -2.20493 -1.30613 -0.86041
C12 -3.01177 -2.39843 -0.80283
O5 -2.64612 -3.46489 -0.35445
C13 -4.39938 -2.21376 -1.38192
C14 -4.78686 -1.09885 -2.11750
N3 -6.01507 -0.95801 -2.60116
C15 -6.88319 -1.93519 -2.35404
C16 -8.27561 -1.78532 -2.88205
C17 -6.48454 -3.05456 -1.62156
N4 -5.26253 -3.19574 -1.13899
H1 3.28473 4.59409 -2.40469
H2 4.48171 2.45830 1.03400
H3 4.12080 4.06689 1.70422
H4 0.94852 1.23599 2.97099
H5 0.07552 2.06524 1.68504
H6 0.78941 -0.80677 1.55316
H7 -0.86581 -2.13351 0.46926
H8 0.17218 -0.72232 -2.03376
H9 1.19610 -1.43771 -0.80103
H10 0.15182 -3.68710 -1.26662
H11 -0.82689 -2.95981 -2.52414
H12 2.22676 -3.00891 -2.49571
H13 1.18454 -4.08444 -3.44466
H14 2.04247 -1.42836 -5.69321
H15 3.17231 -2.09564 -4.49115
H16 2.15544 -3.18890 -5.45893
H17 -2.57052 -0.38470 -1.04500
H18 -4.09442 -0.30032 -2.35647
H19 -8.88235 -2.66148 -2.66047
H20 -8.74918 -0.90803 -2.44032
H21 -8.25042 -1.63293 -3.96091
H22 -7.18608 -3.85791 -1.42362

***

net charge of number 3 (C17H22N4O2)? 0